1.
Molecular formula: C5H8O
Method: DFT, ωB97M-V/def2-TZVPD

```
14
Properties=species:S:1:pos:R:3:mulliken_charge:R:1
O -1.41 -0.80 0.99 -0.482
C -0.67 -0.72 -0.16 0.515
C 0.82 0.93 0.84 -0.180
C -1.49 -1.23 -1.30 -1.041
C 0.47 0.01 -0.25 -0.154
C 1.99 1.57 0.88 -0.850
H 2.31 2.32 1.58 0.285
H -1.89 -2.22 -1.08 0.322
H -1.09 -0.16 1.66 0.300
H 1.21 -0.42 -0.91 0.288
H -0.03 1.39 1.34 0.220
H 2.79 1.22 0.23 0.215
H -2.22 -0.52 -1.69 0.267
H -0.79 -1.37 -2.13 0.295
```

The value obtained for the energy above the lowest of the compared OMol25 structures with the same formula, charge and spin is 1.902 eV. Its spin multiplicity is 1. Its orbital gap is 8.950 eV. The total energy comes out at -270.48801 a.u. The HOMO energy is -8.006 eV. As for the structure (SMILES): C=C/C=C(/C)O. As for the lowest unoccupied orbital energy: 0.03471 hartree.

2.
Molecular formula: C42H75BFN6O8P
Method: DFT, ωB97M-V/def2-TZVPD

```
134
Properties=species:S:1:pos:R:3:mulliken_charge:R:1
P 3.18 1.83 -0.86 -0.357
F -1.61 -1.26 2.48 -0.434
O 8.07 0.12 5.71 -0.427
O 4.62 1.10 2.93 -0.371
O -1.63 2.33 -6.38 -0.417
O -1.56 -3.80 -2.60 -0.552
O 1.73 -3.77 -1.20 -0.419
O 2.43 2.47 -2.19 -0.132
O -0.23 5.95 -8.75 -0.349
O 0.47 3.70 1.15 -0.830
N 2.34 -0.41 0.22 -0.192
N -0.13 0.51 1.15 -0.720
N -0.21 3.07 -1.12 0.331
N 5.19 -0.88 5.07 -0.221
N 3.51 3.10 0.22 -0.483
N 0.30 4.75 -6.08 -0.279
C -3.25 -3.49 0.52 -0.911
C -5.78 -0.80 3.21 3.022
C 0.55 -3.15 -1.64 0.889
C 1.52 -4.74 2.01 -1.202
C 0.33 -0.75 1.36 0.155
C 3.18 -2.83 0.46 -0.748
C -6.65 -2.14 0.60 -2.507
C -1.44 3.91 -1.05 -1.158
C -0.24 2.26 -6.08 -0.725
C -5.37 -2.55 1.30 3.543
C 0.70 1.23 0.49 0.258
C 2.84 -2.91 -1.02 -0.902
C 1.89 -2.49 1.10 0.067
C -0.43 -1.65 2.04 -0.143
C -4.42 -2.41 -1.07 -0.210
C 2.69 -4.81 3.03 -1.361
C 4.92 0.25 1.83 1.113
C -4.80 -1.52 2.27 -2.267
C 1.01 6.02 -8.05 -0.778
C -2.45 -3.45 -1.62 0.758
C 1.15 -3.33 1.77 1.048
C -6.80 -1.69 3.90 -1.959
C 4.27 0.25 5.16 -0.498
C -0.54 1.87 -1.92 -1.747
C -0.35 -4.27 -2.06 -1.286
C -6.49 0.41 2.56 -1.842
C -0.06 -2.87 2.25 -0.462
C -1.17 6.92 -8.33 -0.721
C 1.22 4.78 -7.22 -0.251
C 6.00 -1.09 6.27 -0.702
C 3.65 0.55 3.81 -0.134
C -4.33 -2.81 0.21 0.179
C 7.83 1.00 4.63 -0.492
C 1.94 0.78 0.04 -0.706
C -5.60 -3.93 1.95 -2.306
C 0.29 3.49 -5.36 -0.380
C -3.50 -2.72 -1.96 -1.528
C 7.01 -0.01 6.64 -0.522
C 1.51 -1.21 0.90 1.138
C -2.34 -3.80 -0.34 -0.287
C -4.92 -0.22 4.34 -2.411
C -1.95 2.95 -7.62 -0.586
B 0.28 2.74 0.17 0.868
H 6.54 -2.02 6.12 0.382
H -7.71 -1.84 3.34 0.391
H 3.18 -0.34 3.39 -0.143
H 2.44 -5.43 3.86 0.398
H -6.56 -3.94 2.44 0.656
H -7.09 -1.25 4.84 0.497
H -2.88 2.50 -7.98 0.283
H -6.46 -1.23 0.06 0.511
H -1.18 2.79 -8.37 0.298
H 2.66 -1.91 -1.38 0.339
H -7.55 0.26 2.70 0.388
H 0.34 2.02 -6.98 0.439
H -1.38 4.72 -1.76 0.311
H -5.71 -4.62 1.13 0.465
H 0.18 -4.76 -2.85 0.414
H -0.68 -3.54 2.80 0.560
H -2.03 6.85 -8.98 0.242
H 2.88 1.31 3.95 0.371
H -1.62 4.24 -0.05 0.381
H 2.28 3.41 -2.04 0.213
H -3.17 -3.82 1.53 0.280
H 7.42 0.47 3.77 0.141
H 0.13 -2.53 -0.86 -0.223
H 6.54 0.96 6.83 0.339
H 4.78 1.16 5.50 0.238
H 7.47 -0.32 7.58 0.367
H 5.58 0.79 1.15 0.385
H 3.67 -3.27 -1.61 0.545
H -7.46 -1.92 1.27 0.325
H -4.08 -2.02 2.90 0.363
H -5.56 0.38 4.97 0.600
H -6.36 -2.64 4.14 0.324
H 7.17 1.82 4.91 0.276
H -4.52 -1.00 4.97 0.474
H 2.79 3.22 0.93 0.258
H -4.80 -4.20 2.61 0.364
H -2.13 4.02 -7.49 0.186
H 5.32 -1.25 7.11 0.407
H 1.09 6.92 -7.45 0.412
H 2.89 -3.83 3.43 0.293
H 4.00 -0.02 1.29 -1.402
H 3.69 3.96 -0.26 0.305
H 0.74 -2.58 -2.54 0.327
H -6.97 -2.86 -0.13 0.499
H 0.31 1.26 -2.17 0.239
H -0.32 3.74 1.70 0.318
H -6.35 0.48 1.49 0.361
H 3.90 -2.04 0.60 -0.217
H 1.30 3.28 -4.99 0.429
H -0.63 4.94 -6.42 0.073
H 8.80 1.41 4.33 0.309
H -1.50 6.74 -7.30 0.305
H 1.80 6.06 -8.81 0.395
H 3.59 -5.21 2.60 0.390
H -0.33 3.64 -4.47 0.153
H 3.57 -3.78 0.74 0.475
H -5.24 -1.83 -1.43 0.426
H -1.51 -4.38 -0.02 -0.002
H -0.75 7.93 -8.41 0.344
H -4.16 0.40 3.90 0.512
H -6.28 1.33 3.06 0.421
H -1.26 1.24 -1.41 0.624
H 1.07 3.91 -7.87 0.209
H -4.28 -0.77 1.70 0.641
H 1.80 -5.24 1.11 0.368
H 2.25 4.76 -6.85 0.354
H 5.82 -0.72 4.29 0.033
H 5.43 -0.67 2.16 0.415
H -0.48 -5.02 -1.29 0.474
H -3.62 -2.42 -2.98 0.536
H -0.13 1.41 -5.41 0.393
H 3.48 0.01 5.87 0.441
H 0.67 -5.20 2.47 0.548
H -0.96 2.19 -2.85 0.755
H -2.27 3.30 -1.34 0.343
```

Its spin multiplicity is 1. Its orbital gap is 7.860 eV. The total energy comes out at -3041.75609 a.u. The HOMO energy is -8.186 eV. As for the structure (SMILES): CCc1cc(F)c2nc(B(O)N(C)C)c(P(N)O)nc2c1CCOCCOc1ccc(C(C)(C)CC(C)(C)C)cc1.COCCNCCOC.COCCNCCOC. As for the lowest unoccupied orbital energy: -0.01197 hartree.

> The lowest lowest unoccupied orbital energy belongs to which entry?

C42H75BFN6O8P

> lowest unoccupied orbital energy of number 2 (C42H75BFN6O8P)?

-0.01197 hartree

> Among the records above, which one has the lowest lowest unoccupied orbital energy?

C42H75BFN6O8P